(1)
108
Properties=species:S:1:pos:R:3:forces:R:3:mulliken_charge:R:1 method="wB97M-V/def2-TZVPD" total_energy_ha=-4954.96040 homo_energy_ev="-7.396 / -7.425" multiplicity=2 relative_energy_kcal_mol=36.4
Ti -1.2167 0.9385 0.0482 -0.9 0.2 0.8 -0.856
C 2.0051 -2.9581 -2.7538 0.0 0.0 0.0 -1.139
C 2.6794 -1.6529 -3.1726 -0.1 0.0 0.2 0.494
C 4.1772 -1.8941 -3.3390 -0.1 0.1 -0.1 -1.754
P 2.1271 -0.2729 -1.9931 0.4 0.0 -0.4 1.046
C 3.2137 1.1211 -2.6247 -0.3 0.0 0.1 0.548
C 2.5350 1.6632 -3.8871 0.1 -0.1 0.1 -1.608
C 3.3699 2.2341 -1.5916 0.1 -0.1 -0.1 -1.656
C 2.9104 -0.8189 -0.4338 -0.1 -0.1 0.1 0.413
C 4.2929 -0.7834 -0.2527 0.0 -0.1 0.0 -0.794
C 4.8749 -1.3143 0.8868 0.1 0.0 0.0 -1.124
C 4.0752 -1.9034 1.8514 0.1 0.0 0.1 -0.901
C 2.6972 -1.8991 1.7041 -0.1 0.0 0.0 0.003
C 2.0763 -1.3334 0.5868 0.0 0.2 -0.3 0.577
Si 0.1647 -1.0547 0.6242 0.3 -1.0 0.5 1.229
C -0.6169 -2.6080 -0.1847 0.1 0.2 0.0 -0.138
C -0.1006 -3.8882 0.0340 0.0 0.0 -0.1 -0.156
C -0.6196 -4.9982 -0.6094 0.1 -0.1 0.0 -1.070
C -1.6607 -4.8495 -1.5169 0.0 0.0 0.0 -0.926
C -2.1789 -3.5897 -1.7593 0.0 0.0 0.0 -0.374
C -1.6773 -2.4705 -1.0908 0.0 0.0 -0.1 -0.030
P -2.4207 -0.8232 -1.4020 -0.2 -0.8 -1.0 1.495
C -2.3624 -0.6353 -3.2774 0.2 0.1 0.1 0.110
C -2.5129 0.8495 -3.6204 -0.1 -0.1 0.0 -1.578
C -1.0917 -1.1898 -3.9074 -0.1 0.0 0.0 -1.753
C -4.2686 -1.1221 -1.1223 0.1 0.1 0.2 1.250
C -4.5461 -2.2402 -0.1089 0.0 0.1 0.0 -1.711
C -5.1305 -1.3340 -2.3655 0.0 0.1 0.0 -1.630
C -0.1851 -1.1636 2.5202 0.0 0.1 -0.2 0.096
C -0.2522 -2.3653 3.2277 -0.1 0.0 0.0 0.162
C -0.4428 -2.3947 4.6010 0.0 -0.1 0.0 -1.034
C -0.5469 -1.2075 5.3100 0.0 0.0 0.0 -0.946
C -0.4979 -0.0004 4.6326 0.1 -0.1 0.0 -0.204
C -0.3388 0.0319 3.2467 -0.1 0.0 0.1 -0.610
P -0.4083 1.6301 2.3472 0.6 0.2 1.0 0.238
C 1.2966 2.3685 2.6734 -0.1 -0.2 -0.2 1.344
C 2.2727 1.8480 1.6194 -0.1 0.0 0.1 -1.499
C 1.8837 2.1258 4.0625 -0.1 0.1 -0.1 -1.713
C -1.5754 2.8171 3.2677 0.1 -0.1 -0.1 1.218
C -2.6920 2.1921 4.1328 0.0 0.0 -0.1 -1.504
C -0.8786 3.9103 4.0838 0.0 0.1 -0.1 -1.981
H 2.1972 -3.7461 -3.4860 0.0 0.0 0.0 0.586
H 0.9292 -2.8418 -2.6520 -0.1 0.0 0.0 -0.150
H 2.3934 -3.2925 -1.7893 0.0 0.0 0.0 0.277
H 2.2772 -1.3549 -4.1470 -0.1 0.1 0.0 0.631
H 4.6296 -2.2054 -2.3986 0.0 0.0 0.0 0.320
H 4.7102 -1.0219 -3.7179 0.0 0.0 0.0 0.351
H 4.3243 -2.7035 -4.0582 0.0 0.0 0.0 0.497
H 4.2006 0.7355 -2.8827 0.0 0.0 0.0 0.460
H 1.5261 2.0067 -3.6429 0.0 0.0 0.0 0.112
H 2.4545 0.9031 -4.6667 0.0 0.0 0.0 0.362
H 3.0937 2.5090 -4.2944 0.0 0.0 0.0 0.467
H 2.3901 2.5911 -1.2789 -0.1 0.1 0.0 0.094
H 3.9186 3.0739 -2.0257 0.0 0.0 0.0 0.626
H 3.9032 1.8908 -0.7050 0.0 0.1 0.0 0.210
H 4.9292 -0.3393 -1.0087 0.0 0.0 0.0 0.475
H 5.9492 -1.2732 1.0186 0.0 0.0 0.0 0.416
H 4.5261 -2.3406 2.7342 0.0 0.0 0.0 0.416
H 2.0848 -2.3070 2.4999 0.1 0.0 0.0 0.269
H 0.7511 -4.0111 0.6959 0.0 0.0 0.0 0.394
H -0.2030 -5.9805 -0.4212 0.0 0.0 0.0 0.423
H -2.0628 -5.7131 -2.0316 0.0 0.0 0.0 0.427
H -2.9791 -3.4744 -2.4813 0.0 0.0 0.0 0.380
H -3.2120 -1.1754 -3.6918 0.0 0.0 0.1 0.989
H -1.6054 1.3868 -3.3277 0.0 0.1 0.0 -0.062
H -3.3643 1.3048 -3.1130 0.0 0.1 0.0 0.379
H -2.6424 0.9817 -4.6970 0.0 0.0 0.0 0.538
H -0.2170 -0.7540 -3.4301 0.2 0.0 0.0 0.110
H -1.0660 -0.9331 -4.9700 0.0 0.0 0.0 0.579
H -1.0371 -2.2732 -3.8135 0.1 0.0 0.0 0.283
H -4.6040 -0.1836 -0.6835 0.0 0.0 0.1 -0.149
H -4.4698 -3.2230 -0.5729 0.0 0.0 0.0 0.408
H -5.5597 -2.1220 0.2793 0.0 0.0 0.0 0.448
H -3.8654 -2.2122 0.7367 0.0 0.0 0.1 0.246
H -4.8542 -2.2238 -2.9347 0.0 0.0 0.0 0.278
H -5.1156 -0.4704 -3.0310 0.0 0.0 0.0 0.368
H -6.1615 -1.4717 -2.0329 0.0 0.0 0.0 0.469
H -0.1657 -3.3029 2.6896 0.0 0.0 0.0 0.408
H -0.5012 -3.3429 5.1218 0.0 0.0 0.0 0.427
H -0.6890 -1.2227 6.3833 0.0 0.0 0.0 0.439
H -0.5961 0.9241 5.1880 0.0 0.0 0.0 0.429
H 1.1814 3.4436 2.5237 0.0 -0.1 0.0 0.573
H 2.5779 0.8322 1.8627 0.1 -0.1 0.0 0.180
H 3.1727 2.4679 1.5956 0.0 0.0 0.0 0.711
H 1.8267 1.8325 0.6245 0.1 0.0 0.0 -0.374
H 1.9952 1.0580 4.2463 0.0 0.0 0.0 0.279
H 1.2809 2.5586 4.8588 0.1 -0.1 0.0 0.289
H 2.8766 2.5813 4.1076 0.0 0.0 0.0 0.484
H -2.0451 3.3108 2.4108 -0.1 0.0 0.0 0.418
H -2.5828 1.1227 4.2728 -0.1 0.0 -0.1 0.356
H -3.6710 2.3582 3.6909 -0.1 0.0 -0.1 0.202
H -2.6942 2.6550 5.1227 0.0 0.0 0.0 0.455
H -0.4745 3.5141 5.0157 0.0 0.1 0.0 0.363
H -1.6250 4.6629 4.3449 0.0 0.0 0.0 0.522
H -0.0795 4.4184 3.5440 -0.1 0.0 0.1 0.312
S -5.5267 1.7225 1.3478 0.2 0.0 0.0 -0.203
C -3.9722 1.4809 0.8629 -0.7 -0.1 0.4 0.360
S -2.9595 0.2305 1.5279 -0.1 0.1 0.3 -0.074
S -3.2245 2.4116 -0.3894 0.2 0.1 -0.2 -0.504
C 0.3931 4.5393 0.0914 -0.1 -0.2 -0.1 -0.680
C -0.2797 3.8981 -1.1019 0.2 0.5 0.1 -0.454
O -0.2553 2.4590 -0.9952 0.0 0.1 -0.4 -0.478
H -0.1528 4.2891 1.0017 0.0 0.1 0.0 -0.082
H 0.3800 5.6216 -0.0353 0.0 0.0 0.0 0.607
H 1.4281 4.2113 0.1920 0.0 0.0 0.0 0.160
H 0.2299 4.1730 -2.0279 0.0 -0.1 0.0 0.292
H -1.3150 4.2352 -1.1559 0.0 -0.1 0.0 0.598
H -1.1317 2.1557 -1.3472 0.1 1.1 -1.1 -0.475

=====

(2)
118
Properties=species:S:1:pos:R:3:forces:R:3:mulliken_charge:R:1 method="wB97M-V/def2-TZVPD" total_energy_ha=-7308.14174 homo_energy_ev="-5.740 / -6.890" multiplicity=6 relative_energy_kcal_mol=31.7
Fe 0.2190 0.4388 0.4466 -1.6 0.7 0.5 1.624
O -4.4567 3.8629 2.4460 -0.2 -0.1 0.1 -0.591
C -3.5163 3.1933 1.7451 0.5 0.2 -0.2 0.251
C -2.3598 3.7759 1.2915 -0.3 0.0 0.1 -0.956
C -1.4576 3.0224 0.5128 0.1 0.0 -0.3 -0.342
N -1.7713 1.7061 0.1817 0.5 0.1 0.3 0.614
C -2.7903 1.0950 0.8514 -0.1 0.0 0.3 0.427
C -3.7066 1.7924 1.5746 -0.2 -0.3 -0.1 -0.907
C -2.6161 -0.4208 1.0314 -0.2 0.2 -0.1 -1.002
O -3.5637 -1.1266 1.3244 0.1 0.1 0.0 -0.740
O -1.3789 -0.7802 0.9400 0.2 -0.4 0.5 -0.547
C -0.1565 3.5371 0.2265 -0.1 0.1 0.1 -0.824
O 0.2984 4.6084 0.6181 -0.1 -0.1 -0.1 -0.672
O 0.6337 2.6883 -0.5497 0.0 0.6 0.7 -1.544
H -4.1768 4.7735 2.5819 0.0 0.1 0.0 0.360
H -2.1033 4.8018 1.5272 0.0 0.0 0.0 0.493
H -4.5155 1.2798 2.0755 0.1 -0.1 0.1 0.464
C 0.6063 -1.0498 3.8589 0.0 0.2 -0.2 -1.962
P 1.5229 -0.9990 2.2677 0.3 -1.2 0.3 1.785
C 0.9690 -2.6485 1.6261 0.1 -0.3 0.4 -0.701
N 0.7755 -3.5736 2.5376 0.1 0.2 0.0 0.092
C 0.1491 -4.7233 2.2008 -0.1 0.1 -0.3 0.100
C -0.0917 -5.7163 3.1727 -0.1 -0.2 0.1 -0.586
C -0.8412 -6.8114 2.8434 0.2 0.1 0.2 -0.611
C -1.3727 -6.9560 1.5442 0.0 0.0 -0.2 -0.600
C -1.1278 -6.0201 0.5786 -0.1 -0.2 0.0 -0.715
C -0.3408 -4.8897 0.8871 0.1 0.0 0.4 0.208
N -0.0633 -3.9697 -0.0561 0.1 0.2 -0.2 0.371
C 0.6145 -2.8891 0.2621 -0.1 -0.2 0.0 -0.330
P 0.6513 -1.7231 -1.1599 0.6 -1.1 -0.7 0.459
C 2.0726 -0.5661 -0.8520 -0.3 -0.2 -0.1 -1.618
C 1.5379 -2.7278 -2.5411 0.0 0.1 0.1 1.719
C 0.9195 -4.1033 -2.7999 -0.1 0.1 0.0 -1.662
C 1.3290 -1.8813 -3.8026 0.0 0.1 0.1 -1.624
C 3.0315 -2.9229 -2.2676 -0.1 0.0 0.0 -1.674
C 3.2986 -1.3759 2.8650 0.0 0.4 -0.2 1.758
C 4.1485 -1.8102 1.6666 -0.1 0.0 0.1 -1.673
C 3.8422 -0.0472 3.4028 0.0 0.0 0.0 -1.499
C 3.3967 -2.4390 3.9603 -0.1 0.1 -0.1 -1.759
H 0.8130 -1.9789 4.3767 0.0 0.0 0.1 0.713
H -0.4590 -1.0117 3.6323 0.0 0.0 0.0 0.319
H 0.8783 -0.1918 4.4754 0.0 0.0 0.0 0.214
H 0.3105 -5.5810 4.1685 0.0 0.0 0.0 0.465
H -1.0387 -7.5709 3.5887 0.0 0.0 0.0 0.393
H -1.9821 -7.8207 1.3156 0.0 0.0 0.0 0.410
H -1.5203 -6.1151 -0.4257 0.0 0.0 0.0 0.472
H 2.9118 -1.0847 -0.4036 0.0 0.2 0.1 -0.126
H 1.8207 0.2993 -0.2062 1.2 0.0 -0.4 0.309
H 2.3686 -0.1515 -1.8149 -0.1 0.1 0.0 1.230
H -0.1615 -4.0439 -2.9218 0.0 0.0 0.0 0.247
H 1.3520 -4.5024 -3.7224 0.0 0.0 0.0 0.519
H 1.1307 -4.7993 -1.9948 0.0 -0.1 0.0 0.382
H 0.2622 -1.7830 -4.0153 0.0 0.0 -0.1 0.247
H 1.8094 -2.3643 -4.6568 0.0 0.0 0.0 0.535
H 1.7480 -0.8760 -3.7045 0.0 0.0 -0.1 0.235
H 3.1988 -3.3713 -1.2849 0.0 0.0 0.0 0.221
H 3.5939 -1.9912 -2.3351 0.0 -0.1 0.0 0.141
H 3.4413 -3.6096 -3.0132 0.0 0.0 0.0 0.532
H 4.2613 -0.9982 0.9466 0.0 0.0 0.0 0.283
H 3.7140 -2.6800 1.1674 0.1 0.0 0.0 0.240
H 5.1506 -2.0825 2.0053 0.0 0.0 0.0 0.625
H 3.8403 0.7274 2.6312 0.0 0.0 0.0 0.012
H 4.8719 -0.1783 3.7464 0.0 0.0 0.0 0.561
H 3.2499 0.3116 4.2478 0.0 0.0 0.0 0.288
H 2.8174 -3.3253 3.7186 0.0 -0.1 0.0 0.272
H 3.0594 -2.0517 4.9222 0.0 0.0 0.0 0.335
H 4.4439 -2.7326 4.0682 0.0 0.1 0.0 0.527
C -3.8758 3.0589 -2.4053 0.3 -0.1 0.0 -1.288
Si -2.0330 2.8418 -2.8456 -0.4 -0.1 -0.3 1.538
C -1.9397 2.5147 -4.7289 0.1 0.0 0.2 -1.534
C -1.2849 4.5800 -2.6031 0.2 -0.4 0.2 -1.179
Ge -1.2172 0.8251 -1.5943 -1.0 0.6 -0.9 1.560
Si -3.1276 -0.6932 -2.1545 0.0 0.1 -0.4 1.457
C -2.9345 -2.5047 -1.6500 0.0 0.3 0.1 -0.956
C -4.8856 -0.1599 -1.6674 0.3 0.0 0.2 -1.498
C -3.0043 -0.6286 -4.0598 0.0 0.0 0.2 -1.289
Si 2.0026 3.2906 -1.3527 0.5 0.0 -0.7 1.767
C 2.1949 5.1487 -1.5290 -0.1 -0.2 0.2 -1.434
C 3.5373 2.5954 -0.4793 -0.2 0.0 -0.1 -0.630
C 1.8465 2.5449 -3.0783 0.1 0.1 0.3 -0.320
H -4.2305 4.0504 -2.6980 0.1 0.0 0.0 0.565
H -4.0490 2.9464 -1.3319 0.0 0.0 0.0 0.128
H -4.4853 2.3163 -2.9233 0.0 0.0 0.0 0.282
H -1.4864 3.3586 -5.2538 0.0 0.0 0.0 0.452
H -2.9369 2.3597 -5.1446 0.0 0.0 0.0 0.415
H -1.3479 1.6260 -4.9563 0.0 0.1 0.0 0.321
H -2.0070 5.3290 -2.9345 -0.1 -0.1 -0.1 0.639
H -0.3714 4.7130 -3.1865 0.0 0.0 0.0 0.356
H -1.0498 4.7936 -1.5612 -0.1 0.1 -0.1 0.164
H -1.8975 -2.8288 -1.6340 0.1 -0.1 -0.1 0.031
H -3.3290 -2.6451 -0.6424 0.0 0.0 0.0 0.192
H -3.4894 -3.1511 -2.3357 0.0 0.1 0.0 0.578
H -5.2004 -0.7292 -0.7923 0.0 0.0 0.0 0.380
H -5.5904 -0.3513 -2.4803 0.0 0.0 0.0 0.443
H -4.9500 0.8958 -1.4062 0.0 -0.1 0.0 0.256
H -1.9656 -0.5479 -4.3922 0.0 0.0 0.0 0.181
H -3.5411 0.2362 -4.4556 0.0 0.0 0.0 0.290
H -3.4317 -1.5255 -4.5144 0.0 0.0 0.0 0.517
H 2.6322 5.5860 -0.6318 0.0 0.0 0.0 0.354
H 1.2470 5.6526 -1.7103 0.0 0.0 0.0 0.328
H 2.8586 5.3522 -2.3745 0.0 -0.1 0.0 0.411
H 3.2991 2.1553 0.4902 0.0 0.0 0.0 -0.457
H 4.2768 3.3815 -0.3162 0.0 0.0 0.0 0.533
H 4.0166 1.8172 -1.0773 0.0 0.0 0.0 0.343
H 1.1757 3.1333 -3.7078 0.0 0.0 0.0 0.309
H 1.4514 1.5279 -3.0547 0.0 0.0 0.0 -0.326
H 2.8281 2.5308 -3.5608 0.0 0.0 0.0 0.512
I -2.4011 1.8281 5.5266 0.2 0.1 -0.2 0.058
C -0.7284 2.2349 4.3295 -0.2 0.0 0.4 -0.656
C 0.2588 3.1155 4.7404 0.0 -0.1 -0.2 -0.526
C 1.3363 3.2996 3.8885 0.0 0.1 0.2 -1.428
C 1.3744 2.6268 2.6839 0.0 -0.1 -0.4 0.009
N 0.4111 1.7930 2.2717 -0.1 0.1 0.7 1.485
C -0.6120 1.5938 3.1140 0.0 0.1 -0.2 -1.014
H 0.1913 3.6289 5.6893 0.0 0.0 0.0 0.490
H 2.1359 3.9768 4.1546 0.0 0.0 0.0 0.581
H 2.1974 2.7730 1.9996 0.0 0.1 0.0 -0.056
H -1.3641 0.8858 2.8054 -0.1 0.0 -0.1 0.472

=====

(3)
114
Properties=species:S:1:pos:R:3:forces:R:3:mulliken_charge:R:1 method="wB97M-V/def2-TZVPD" total_energy_ha=-3777.05539 homo_energy_ev="-6.072 / -6.071" multiplicity=6
Mn 0.5422 0.6056 0.7709 0.0 0.1 -0.1 1.582
C -3.0654 -1.3710 4.0737 0.0 0.0 0.0 -2.153
C -1.8834 -0.8082 3.2901 0.0 0.0 0.0 2.406
C -0.5657 -1.2136 3.9495 0.0 0.0 0.0 -1.117
C -1.9457 -1.2246 1.8462 0.0 0.0 0.0 -1.009
C -2.8245 -2.1206 1.2576 0.0 0.0 0.0 -0.939
C -2.4779 -2.1803 -0.0788 0.0 0.0 0.0 0.146
C -3.1612 -3.1092 -1.0439 0.0 0.0 0.0 -0.212
C -2.3297 -4.3756 -1.2427 0.0 0.0 0.0 -1.600
C -3.6125 -2.4847 -2.3626 0.0 0.0 0.0 -1.421
N -1.4416 -1.3378 -0.2832 0.0 0.1 0.0 0.510
N -1.1304 -0.7304 0.9094 0.1 -0.1 0.0 0.161
B -0.5085 -1.1552 -1.5272 0.0 0.0 0.0 0.350
N -0.4716 0.3731 -1.9636 0.0 0.0 0.0 0.566
N -0.4250 1.3815 -1.0298 -0.1 0.0 0.1 1.034
C -0.6122 2.5364 -1.6704 0.0 0.0 0.0 -1.316
C -0.7413 2.2849 -3.0353 0.0 0.0 0.0 -0.915
C -0.6358 0.9189 -3.1911 0.0 0.0 0.0 0.225
C -0.5195 0.2650 -4.5420 0.0 0.0 0.0 0.298
C 0.9214 -0.2185 -4.7471 0.0 0.0 0.0 -1.494
C -1.5790 -0.7739 -4.9044 0.0 0.0 0.0 -1.352
C -0.7003 3.9329 -1.1026 0.0 0.0 0.0 0.977
C -0.2057 4.1508 0.3235 0.0 0.0 0.0 -0.758
C -2.1346 4.4585 -1.2406 0.0 0.0 0.0 -1.659
N 0.9211 -1.6681 -1.1964 0.0 0.0 0.0 1.307
N 1.5826 -1.0772 -0.1512 0.0 0.0 0.0 1.700
C 2.7261 -1.7423 0.0201 0.0 0.0 0.0 -1.841
C 2.8378 -2.7278 -0.9460 0.0 0.0 0.0 -1.157
C 1.6682 -2.6892 -1.6828 0.0 0.0 0.0 -0.297
C 1.4231 -3.7755 -2.7185 0.0 0.0 0.0 -0.009
C 0.3572 -3.6281 -3.7970 0.0 0.0 0.0 -1.412
C 1.2619 -5.1175 -1.9842 0.0 0.0 0.0 -1.380
C 3.7084 -1.4707 1.1258 0.0 0.0 0.0 1.485
C 3.0326 -0.7618 2.2862 0.0 0.0 0.0 -0.376
C 4.3418 -2.7769 1.6090 0.0 0.0 0.0 -1.552
H -3.0407 -1.0029 5.1003 0.0 0.0 0.0 0.459
H -4.0193 -1.0810 3.6295 0.0 0.0 0.0 0.429
H -3.0174 -2.4610 4.1086 0.0 0.0 0.0 0.400
H -1.9565 0.2794 3.3268 0.0 0.0 0.0 -0.643
H -0.4526 -2.2974 3.9616 0.0 0.0 0.0 0.249
H 0.2888 -0.8239 3.3950 0.0 0.0 0.0 -0.224
H -0.5232 -0.8240 4.9703 0.0 0.0 0.0 0.439
H -3.5941 -2.7017 1.7343 0.0 0.0 0.0 0.561
H -4.0691 -3.4002 -0.5084 0.0 0.0 0.0 0.651
H -1.3497 -4.1250 -1.6393 0.0 0.0 0.0 0.089
H -2.1579 -4.8840 -0.2938 0.0 0.0 0.0 0.328
H -2.8265 -5.0566 -1.9377 0.0 0.0 0.0 0.469
H -2.7914 -2.3939 -3.0671 0.0 0.0 0.0 -0.035
H -4.3736 -3.1170 -2.8233 0.0 0.0 0.0 0.558
H -4.0409 -1.4916 -2.2113 0.0 0.0 0.0 0.300
H -0.9378 -1.7763 -2.4355 0.0 0.0 0.0 -0.909
H -0.8779 3.0085 -3.8226 0.0 0.0 0.0 0.602
H -0.6718 1.0977 -5.2341 0.0 0.0 0.0 0.563
H 1.2382 -0.8788 -3.9396 0.0 0.0 0.0 0.273
H 1.0234 -0.7530 -5.6935 0.0 0.0 0.0 0.438
H 1.6040 0.6336 -4.7625 0.0 0.0 0.0 0.266
H -1.3950 -1.7359 -4.4399 0.0 0.0 0.0 -0.074
H -2.5729 -0.4359 -4.6086 0.0 0.0 0.0 0.353
H -1.5793 -0.9233 -5.9858 0.0 0.0 0.0 0.520
H -0.0776 4.5390 -1.7682 0.0 0.0 0.0 0.604
H -1.0129 4.0058 1.0338 0.0 0.0 0.0 0.240
H 0.6110 3.4847 0.5969 0.0 0.0 0.0 -0.745
H 0.1465 5.1780 0.4381 0.0 0.0 0.0 0.518
H -2.8064 3.8652 -0.6194 0.0 0.0 0.0 0.222
H -2.1869 5.4974 -0.9090 0.0 0.0 0.0 0.436
H -2.4828 4.4086 -2.2723 0.0 0.0 0.0 0.431
H 3.6211 -3.4577 -1.0501 0.0 0.0 0.0 0.524
H 2.3774 -3.8213 -3.2544 0.0 0.0 0.0 0.634
H -0.6559 -3.6462 -3.4028 0.0 0.0 0.0 0.151
H 0.4854 -2.7250 -4.3849 0.0 0.0 0.0 0.067
H 0.4527 -4.4768 -4.4773 0.0 0.0 0.0 0.589
H 0.4371 -5.0903 -1.2736 0.0 0.0 0.0 0.109
H 1.0914 -5.9167 -2.7089 0.0 0.0 0.0 0.490
H 2.1496 -5.3588 -1.4016 0.0 0.0 0.0 0.366
H 4.5038 -0.8234 0.7297 0.0 0.0 0.0 0.148
H 2.1999 -1.3685 2.6511 0.0 0.0 0.0 0.150
H 3.7305 -0.5828 3.1071 0.0 0.0 0.0 0.570
H 2.6739 0.2145 1.9486 0.0 0.0 0.0 -1.348
H 3.5541 -3.4521 1.9497 0.0 0.0 0.0 0.236
H 4.9043 -3.2684 0.8154 0.0 0.0 0.0 0.388
H 5.0295 -2.5773 2.4332 0.0 0.0 0.0 0.458
N -2.5245 1.9293 1.2677 0.0 0.0 0.0 0.947
C -2.3817 2.6047 2.4529 0.0 0.0 0.0 -0.049
C -3.4387 3.3435 2.9489 0.0 0.0 0.0 -0.512
C -3.3378 4.1120 4.1139 0.0 0.0 0.0 -0.966
C -2.1683 4.1458 4.8148 0.0 0.0 0.0 -0.837
C -1.0616 3.4036 4.3500 0.0 0.0 0.0 0.812
C 0.1502 3.4132 5.0771 0.0 0.0 0.0 -1.040
C 1.2088 2.6908 4.6299 0.0 0.0 0.0 -1.378
C 1.0563 1.9637 3.4381 0.0 0.0 0.0 -0.218
N -0.0386 1.9193 2.7113 0.0 0.1 0.0 1.139
C -1.1331 2.6322 3.1617 0.0 0.0 0.0 -0.173
H -3.4760 1.8135 0.9566 0.0 0.0 0.0 0.355
H -1.9694 1.1007 1.1004 0.0 0.0 0.0 -0.836
H -4.3778 3.3164 2.4086 0.0 0.0 0.0 0.445
H -4.1999 4.6694 4.4558 0.0 0.0 0.0 0.398
H -2.0679 4.7223 5.7248 0.0 0.0 0.0 0.412
H 0.2076 3.9967 5.9878 0.0 0.0 0.0 0.428
H 2.1517 2.6547 5.1565 0.0 0.0 0.0 0.563
H 1.9017 1.3887 3.0889 0.0 0.0 0.0 0.292
C 4.3254 2.3589 0.7121 0.0 -0.1 0.0 -1.542
P 2.8309 2.0226 -0.2938 0.0 0.0 0.1 1.618
C 3.4827 1.0085 -1.6658 0.0 0.0 0.0 -1.054
C 2.6842 3.6134 -1.1913 0.0 0.0 0.0 -1.327
H 5.1295 2.7802 0.1061 0.0 0.0 0.0 0.467
H 4.6795 1.4371 1.1748 0.0 0.0 0.0 0.310
H 4.0756 3.0638 1.5071 0.0 0.0 0.0 0.377
H 4.3458 1.4973 -2.1222 0.0 0.0 0.0 0.664
H 2.6920 0.9056 -2.4135 0.0 0.0 0.0 -0.060
H 3.7524 0.0072 -1.3408 0.0 0.0 0.0 0.152
H 3.6300 3.8455 -1.6843 0.0 0.0 0.0 0.610
H 2.4258 4.4284 -0.5168 0.0 0.0 0.0 0.379
H 1.9062 3.5229 -1.9486 0.0 0.0 0.0 0.193
I 0.5330 -4.1646 1.8063 0.0 0.0 0.0 -0.645